#w
ORCA calculation (ωB97M-V with the def2-TZVPD basis set) on 2 unconnected molecules or ions with the total composition C3H10S3.

```
16
Properties=species:S:1:pos:R:3:lowdin_charge:R:1
C 2.03324 -0.66909 -3.73772 -0.52
S 1.42045 0.11206 -2.25374 0.35
S 3.06481 0.06832 -1.02622 0.29
H 2.94880 -0.19102 -4.06928 0.02
H 1.32222 -0.54511 -4.55048 0.03
H 2.23590 -1.72618 -3.58687 0.03
H 3.55599 1.26709 -1.37660 -0.20
C -2.16690 1.50170 3.30890 -0.20
C -2.72329 0.09809 3.48240 -0.61
S -3.06202 -0.68537 1.85085 0.66
H -2.86353 2.15156 2.76745 0.07
H -1.21625 1.48445 2.78452 0.06
H -1.94010 1.93587 4.28308 0.07
H -1.96061 -0.52032 3.96187 0.06
H -3.64271 0.08876 4.05078 0.06
H -4.31809 -1.04662 2.13221 -0.17
```

Computed properties:
**Structure (SMILES)**: CCS.CSS
**M**: 142.314 g mol⁻¹

#x
ORCA calculation (ωB97M-V with the def2-TZVPD basis set) on 2 unconnected molecules or ions with the total composition C3H10S3.

```
16
Properties=species:S:1:pos:R:3:lowdin_charge:R:1
C 2.77244 -0.08372 -0.16821 -0.52
S 2.45830 0.04417 1.58400 0.38
S 0.64960 1.07203 1.61064 0.33
H 2.15745 -0.83973 -0.65714 0.01
H 2.67696 0.85010 -0.70951 0.03
H 3.80026 -0.40914 -0.36048 0.03
H -0.06111 0.16887 0.94145 -0.24
C -0.50107 -1.04489 -1.53109 -0.20
C -2.00875 -1.24645 -1.55987 -0.60
S -2.98200 0.28415 -1.24537 0.68
H -0.07755 -0.37021 -2.27340 0.08
H -0.29309 -0.37592 -0.67171 -0.01
H 0.04210 -1.95853 -1.29907 0.08
H -2.27204 -1.98294 -0.81148 0.06
H -2.31263 -1.61213 -2.53899 0.06
H -3.47856 0.29128 -2.48440 -0.16
```

Computed properties:
**Structure (SMILES)**: CCS.CSS
**M**: 142.314 g mol⁻¹

It is #x that is the least stable of them.